Computed, not measured: a molecular structure, BaH12O6 at a distorted geometry, with wB97M-V/def2-TZVPD.

Each line ends with the Mulliken charge.
Geometry (Å):
Ba: 32.05 -11.66 -5.58  1.743
O: 33.62 -12.85 -7.48  -0.529
H: 34.20 -12.58 -8.20  0.276
H: 33.38 -13.75 -7.62  0.298
O: 30.99 -9.11 -6.02  -0.558
H: 30.26 -8.57 -5.80  0.273
H: 31.43 -8.65 -6.76  0.327
O: 33.24 -13.92 -4.50  -0.464
H: 33.96 -13.98 -3.94  0.240
H: 33.23 -14.85 -4.76  0.261
O: 30.66 -14.00 -6.41  -0.618
H: 29.71 -13.94 -6.40  0.328
H: 30.84 -14.74 -5.83  0.334
O: 32.40 -10.93 -2.95  -0.498
H: 32.97 -10.40 -2.40  0.265
H: 31.80 -11.34 -2.39  0.287
O: 34.52 -10.84 -4.91  -0.479
H: 35.03 -10.33 -5.49  0.249
H: 35.09 -11.15 -4.24  0.265

Results
Molecular weight   245.418 g mol⁻¹
Net charge   +2
Energy above the lowest of the compared OMol25 structures with the same formula, charge and spin   12.0 kcal/mol
Highest occupied orbital energy   -19.50 eV